1.
ORCA calculation (ωB97M-V/def2-TZVPD) on 2 unconnected molecules or ions with the total composition C4H9NO4P.

XYZ file:
```
19
Properties=species:S:1:pos:R:3
C -1.733 -2.104 -1.390
C -0.652 2.557 0.852
C -0.461 -1.820 -1.128
C 0.782 0.656 0.548
N 0.460 1.975 0.570
O 3.145 0.049 1.768
O 2.604 -0.885 -0.505
O 3.244 1.624 -0.258
O 0.409 -2.612 -0.609
P 2.508 0.395 0.252
H -2.370 -1.308 -1.766
H -2.051 -2.968 -0.962
H -1.564 2.095 0.898
H -0.635 3.618 1.041
H -0.129 -0.879 -1.623
H 0.065 -0.184 0.884
H 1.280 2.596 0.406
H 2.754 -0.714 2.016
H 1.240 -2.075 -0.537
```

LUMO: 3.624 eV
E: -854.94813 Ha
Energy above the lowest of the compared OMol25 structures with the same formula, charge and spin: 222.27 kJ/mol
HOMO: -0.13523 Ha
Total charge: -1

***

2.
ORCA calculation (ωB97M-V/def2-TZVPD) on 5 unconnected molecules or ions with the total composition H8IO4.

XYZ file:
```
13
Properties=species:S:1:pos:R:3
I -1.503 0.222 0.212
O 0.969 1.236 2.675
H 0.226 1.097 2.048
H 1.595 1.775 2.183
O -1.274 2.221 -2.800
H -1.381 1.720 -1.961
H -2.175 2.438 -3.061
O -0.399 -3.251 0.506
H -0.868 -2.399 0.632
H -0.958 -3.900 0.946
O 2.059 -0.753 -0.389
H 2.546 -0.015 -0.769
H 1.164 -0.390 -0.222
```

LUMO: 3.427 eV
E: -603.56686 Ha
Energy above the lowest of the compared OMol25 structures with the same formula, charge and spin: 35.83 kJ/mol
HOMO: -0.17453 Ha
Total charge: -1

***

3.
ORCA calculation (ωB97M-V/def2-TZVPD) on 3 unconnected molecules or ions with the total composition C39H63N3O3S.

XYZ file:
```
109
Properties=species:S:1:pos:R:3
C -8.312 -2.805 -4.644
O -7.353 -2.567 -5.717
C -6.769 -1.237 -5.586
C -5.685 -0.938 -6.757
C -4.470 -1.994 -6.682
C -3.167 -1.385 -5.905
C -2.808 -2.207 -4.568
C -1.320 -2.809 -4.522
C -0.169 -1.809 -5.026
C -0.240 -0.350 -4.370
C 0.699 -0.129 -3.102
C 2.169 -0.583 -2.948
C 2.954 -0.243 -1.653
C 2.336 0.542 -0.435
C 0.860 0.963 -0.585
C 0.079 0.626 -1.871
S 0.018 1.896 0.797
C 1.154 1.576 2.220
C 0.596 1.855 3.661
C 1.528 1.642 4.872
C 2.979 1.118 4.687
C 3.478 0.853 3.251
C 2.588 1.073 1.967
N 3.242 0.814 0.683
H -8.615 -1.808 -4.143
H -9.264 -3.279 -5.068
H -7.864 -3.501 -3.839
H -6.238 -1.192 -4.564
H -7.647 -0.485 -5.638
H -5.337 0.152 -6.750
H -6.276 -1.088 -7.742
H -4.878 -2.935 -6.181
H -4.190 -2.250 -7.774
H -2.328 -1.329 -6.673
H -3.476 -0.325 -5.589
H -3.536 -3.098 -4.517
H -2.978 -1.554 -3.646
H -1.211 -3.822 -5.053
H -1.093 -3.020 -3.405
H 0.861 -2.317 -4.885
H -0.274 -1.680 -6.170
H -1.291 -0.005 -4.078
H 0.116 0.397 -5.179
H 2.689 -1.155 -3.785
H 4.043 -0.578 -1.582
H -1.020 0.947 -1.957
H -0.467 2.217 3.859
H 1.174 1.865 5.938
H 3.717 0.940 5.536
H 4.554 0.489 3.109
H 3.973 0.080 0.772
C -4.569 2.791 0.853
C -4.501 2.073 -0.526
C -3.913 3.002 -1.620
C -4.893 3.995 -2.230
C -6.176 3.294 -2.655
C -6.818 2.509 -1.495
N -5.861 1.546 -0.862
O -5.701 0.502 -1.720
C -7.355 3.525 -0.457
C -8.098 1.804 -2.009
C -3.440 0.959 -0.302
H -5.583 2.966 1.208
H -4.115 2.189 1.646
H -4.053 3.755 0.837
H -3.519 2.389 -2.442
H -3.053 3.552 -1.223
H -5.103 4.805 -1.525
H -4.433 4.469 -3.103
H -6.880 4.037 -3.045
H -5.955 2.622 -3.493
H -7.790 3.013 0.406
H -8.142 4.146 -0.895
H -6.599 4.222 -0.094
H -7.903 1.137 -2.853
H -8.832 2.537 -2.357
H -8.569 1.221 -1.212
H -3.792 0.209 0.412
H -2.514 1.388 0.096
H -3.171 0.445 -1.229
C 9.831 -0.117 5.867
C 8.277 -0.117 5.783
C 7.637 -0.551 7.128
C 7.585 -2.052 7.372
C 7.005 -2.775 6.164
C 7.770 -2.441 4.868
N 7.858 -0.965 4.623
O 6.630 -0.542 4.223
C 9.179 -3.076 4.956
C 7.108 -3.188 3.683
C 7.924 1.388 5.612
H 10.305 -0.868 5.238
H 10.256 0.827 5.511
H 10.185 -0.271 6.890
H 6.605 -0.179 7.174
H 8.161 -0.075 7.963
H 8.581 -2.434 7.617
H 6.962 -2.256 8.248
H 7.023 -3.855 6.346
H 5.946 -2.507 6.060
H 9.775 -2.836 4.071
H 9.108 -4.167 5.013
H 9.742 -2.773 5.839
H 6.048 -2.945 3.569
H 7.162 -4.271 3.829
H 7.617 -2.958 2.743
H 8.279 1.776 4.653
H 8.392 1.981 6.404
H 6.849 1.576 5.678
```

LUMO (spin up / spin down): 0.553 / -0.362 eV
Spin multiplicity: 3
E: -2311.52027 Ha
HOMO (spin up / spin down): -0.26233 / -0.26233 Ha
Expectation value of S²: 2.01
Total charge: 0

***

4.
ORCA calculation (ωB97M-V/def2-TZVPD) on a molecular structure, C4H8S.

XYZ file:
```
13
Properties=species:S:1:pos:R:3
C -1.693 -0.134 -0.649
C -0.848 0.247 0.618
C 0.079 -0.901 0.867
C 0.353 1.221 0.282
H -2.301 0.755 -0.814
H -1.182 -0.363 -1.676
H -2.362 -0.983 -0.466
H -1.528 0.628 1.377
H 0.739 -0.851 1.791
H -0.233 -1.905 0.632
H 0.209 1.977 -0.507
H 0.906 1.666 1.081
S 1.151 -0.220 -0.508
```

LUMO: 1.007 eV
E: -555.33908 Ha
Energy above the lowest of the compared OMol25 structures with the same formula, charge and spin: 81.01 kJ/mol
HOMO: -0.30550 Ha
Total charge: 0

***

5.
ORCA calculation (ωB97M-V/def2-TZVPD) on 6 unconnected molecules or ions with the total composition CH14O6.

XYZ file:
```
21
Properties=species:S:1:pos:R:3
C 0.979 2.301 -2.390
O 0.969 1.464 -1.252
H 1.709 1.970 -3.123
H 1.189 3.288 -2.011
H 0.008 2.265 -2.870
H 1.252 0.558 -1.427
H -1.263 -1.780 -2.033
H -1.590 -0.554 -1.228
O -1.796 -0.978 -2.076
H -0.544 -0.555 1.032
H -1.918 -0.950 1.377
O -1.460 -0.298 0.820
H -1.006 -2.035 6.984
H -0.152 -1.019 6.132
O -0.920 -1.590 6.136
H 1.652 -1.622 -3.351
H 0.346 -0.965 -3.705
O 1.110 -0.848 -3.128
H 1.001 1.001 0.695
H 1.966 0.204 1.530
O 1.073 0.565 1.558
```

LUMO: 0.322 eV
E: -497.91054 Ha
Structure (SMILES): CO.O.O.O.O.O
Energy above the lowest of the compared OMol25 structures with the same formula, charge and spin: 79.62 kJ/mol
HOMO: -0.37941 Ha
Total charge: 0

***

6.
ORCA calculation (ωB97M-V/def2-TZVPD) on 2 unconnected molecules or ions with the total composition C4H11NO2.

XYZ file:
```
18
Properties=species:S:1:pos:R:3
O 2.121 -0.957 0.423
C 0.957 -0.658 0.412
C 0.390 0.715 0.225
C -1.138 0.702 -0.031
C -2.019 0.228 1.123
N -3.443 0.494 0.832
H 0.211 -1.470 0.519
H 0.695 1.315 1.084
H 0.757 1.169 -0.698
H -1.248 0.003 -0.871
H -1.502 1.650 -0.425
H -1.773 -0.820 1.326
H -1.747 0.735 2.054
H -3.993 -0.354 0.875
H -3.499 0.715 -0.143
H 2.562 -0.640 -1.511
H 3.191 -1.224 -2.693
O 2.945 -0.370 -2.366
```

LUMO: 0.720 eV
E: -364.21282 Ha
Structure (SMILES): NCCCC=O.O
Energy above the lowest of the compared OMol25 structures with the same formula, charge and spin: 145.33 kJ/mol
HOMO: -0.36112 Ha
Total charge: 0

***

7.
ORCA calculation (ωB97M-V/def2-TZVPD) on 8 unconnected molecules or ions with the total composition C40H84F5N9O8S3.

XYZ file:
```
149
Properties=species:S:1:pos:R:3
C -0.707 -1.427 -0.887
F -1.589 -0.916 -1.728
F -1.026 -2.677 -0.672
F 0.440 -1.296 -1.550
S -0.730 -0.411 0.817
O 0.006 0.797 0.483
O -2.119 -0.078 1.163
O -0.088 -1.344 1.795
C -1.413 -4.625 1.976
C -1.808 -3.725 3.172
N -0.780 -3.930 4.154
C -0.821 -4.946 5.105
C 0.277 -4.665 5.979
N 1.052 -3.636 5.424
C 0.427 -3.257 4.304
C 2.312 -3.149 5.844
H -1.894 -4.283 1.060
H -1.632 -5.689 2.068
H -0.333 -4.678 1.837
H -2.834 -3.789 3.535
H -1.677 -2.714 2.785
H -1.668 -5.615 5.138
H 0.579 -5.180 6.879
H 0.644 -2.349 3.760
H 2.728 -3.657 6.714
H 2.118 -2.122 6.155
H 3.030 -3.345 5.048
C 0.167 -0.082 -4.335
C 0.115 -1.507 -4.827
N 1.359 -2.084 -5.152
C 2.348 -1.561 -5.971
C 3.434 -2.500 -5.935
N 3.042 -3.516 -5.169
C 1.774 -3.300 -4.744
C 3.872 -4.707 -5.002
H 0.993 0.034 -3.633
H -0.768 0.220 -3.864
H 0.164 0.631 -5.159
H -0.600 -1.550 -5.649
H -0.320 -2.211 -4.118
H 2.220 -0.648 -6.533
H 4.347 -2.552 -6.509
H 1.157 -4.008 -4.211
H 4.165 -5.085 -5.981
H 3.511 -5.445 -4.286
H 4.741 -4.379 -4.431
C 3.532 -1.849 -1.709
C 4.698 -1.470 -2.565
O 4.758 -0.322 -3.037
N 5.815 -2.528 -2.926
H 5.686 -3.400 -2.432
H 5.967 -2.802 -3.886
C 7.213 -1.978 -2.537
H 2.968 -2.721 -2.040
H 2.797 -1.064 -1.531
H 3.874 -2.181 -0.729
H 7.327 -1.662 -1.500
H 7.360 -1.171 -3.255
H 7.849 -2.857 -2.641
C 0.262 2.675 3.526
C -0.953 2.134 4.325
C -0.650 0.791 5.036
N -1.963 0.158 5.638
C -3.099 0.030 4.548
C -2.471 1.039 6.769
C -3.280 0.143 7.714
C -2.864 -1.296 7.431
C -1.729 -1.170 6.347
H -0.086 3.397 2.788
H 0.959 1.964 3.082
H 0.894 3.158 4.272
H -1.843 2.208 3.699
H -1.058 2.903 5.090
H 0.066 0.842 5.857
H -0.291 0.138 4.241
H -3.900 -0.619 4.903
H -2.641 -0.356 3.637
H -3.546 1.014 4.409
H -3.063 1.904 6.471
H -1.577 1.321 7.325
H -4.315 0.240 7.386
H -3.154 0.487 8.740
H -3.696 -1.920 7.104
H -2.468 -1.761 8.334
H -1.775 -2.022 5.669
H -0.750 -1.118 6.823
C 6.430 3.666 -2.994
C 5.371 2.829 -2.236
C 4.751 3.736 -1.139
N 3.921 3.008 -0.126
C 4.764 2.204 0.890
C 2.921 2.052 -0.809
C 1.877 2.940 -1.495
C 1.659 3.997 -0.447
C 2.808 3.825 0.605
H 7.295 3.888 -2.368
H 6.026 4.550 -3.489
H 6.939 3.060 -3.744
H 5.786 1.890 -1.870
H 4.663 2.501 -2.997
H 4.034 4.363 -1.668
H 5.479 4.346 -0.603
H 5.463 3.008 1.122
H 5.300 1.434 0.334
H 4.177 1.713 1.665
H 2.449 1.452 -0.031
H 3.413 1.431 -1.558
H 0.929 2.440 -1.692
H 2.200 3.389 -2.434
H 0.785 3.695 0.131
H 1.617 5.058 -0.691
H 2.434 3.375 1.524
H 3.211 4.740 1.037
C -5.779 5.541 -3.195
C -5.660 4.004 -2.789
C -4.259 3.821 -2.171
N -3.921 2.427 -1.681
C -4.133 1.314 -2.744
C -2.432 2.378 -1.108
C -2.547 2.921 0.291
C -4.033 2.779 0.697
C -4.662 2.047 -0.380
H -5.820 6.082 -2.250
H -6.733 5.849 -3.623
H -4.992 5.793 -3.906
H -5.728 3.350 -3.659
H -6.546 3.713 -2.224
H -4.195 4.423 -1.265
H -3.419 4.168 -2.774
H -3.718 1.563 -3.721
H -5.217 1.244 -2.841
H -3.653 0.377 -2.462
H -2.191 1.316 -1.145
H -1.781 2.807 -1.870
H -1.872 2.313 0.893
H -2.239 3.961 0.399
H -4.177 2.291 1.661
H -4.440 3.786 0.790
H -4.519 0.967 -0.343
H -5.737 2.200 -0.471
N -5.537 -3.404 -3.954
S -4.796 -4.003 -5.332
O -4.790 -5.415 -5.498
O -3.735 -3.263 -6.050
F -6.110 -3.625 -6.173
S -4.309 -3.076 -3.200
O -3.767 -1.743 -3.455
O -3.336 -4.092 -2.843
F -4.987 -2.728 -1.750
```

LUMO: -10.040 eV
E: -4361.63361 Ha
HOMO: -0.54589 Ha
Total charge: +4

***

8.
ORCA calculation (ωB97M-V/def2-TZVPD) on a molecular structure, C28H85B2N7O8V.

XYZ file:
```
131
Properties=species:S:1:pos:R:3
O 2.698 -0.367 -2.020
V 2.944 -0.354 -0.470
B 4.029 -0.973 1.571
H 4.156 0.089 1.426
H 3.059 -1.297 1.227
H 4.847 -1.481 1.086
H 4.150 -1.140 2.630
B 0.699 -0.930 -0.093
H 0.572 -0.364 -1.003
H 1.261 -1.812 -0.358
H 1.265 -0.359 0.626
H -0.248 -1.214 0.339
C -0.847 -3.947 -2.229
C -1.870 -2.762 -2.170
C -2.635 -2.686 -0.841
O -3.278 -3.917 -0.462
C -4.502 -3.991 -1.146
N -1.208 -1.464 -2.411
H -0.509 -4.005 -3.264
H -1.349 -4.877 -1.962
H 0.012 -3.826 -1.569
H -2.539 -2.920 -3.017
H -3.253 -1.803 -0.680
H -1.830 -2.555 -0.117
H -5.271 -4.554 -0.618
H -4.397 -4.362 -2.166
H -4.927 -3.001 -1.310
H -1.701 -0.587 -2.317
H -0.513 -1.361 -1.685
C -1.291 0.177 4.234
C -1.321 -1.253 3.692
C -2.431 -1.519 2.599
O -3.718 -1.661 3.217
C -4.906 -1.712 2.417
N 0.071 -1.416 3.156
H -0.896 0.907 3.528
H -0.691 0.219 5.143
H -2.306 0.537 4.402
H -1.512 -1.846 4.586
H -2.157 -2.496 2.200
H -2.487 -0.783 1.797
H -5.068 -2.655 1.894
H -4.899 -0.878 1.716
H -5.773 -1.595 3.068
H 0.224 -1.105 2.208
H 0.165 -2.421 3.151
C 2.529 -3.830 -2.493
C 3.180 -3.615 -1.155
C 3.991 -4.857 -0.757
O 4.699 -4.786 0.476
C 3.908 -4.935 1.637
N 4.007 -2.461 -1.054
H 1.902 -2.999 -2.817
H 2.041 -4.803 -2.549
H 3.301 -3.940 -3.255
H 2.366 -3.637 -0.429
H 4.733 -5.083 -1.523
H 3.435 -5.793 -0.815
H 4.535 -5.022 2.524
H 3.374 -5.885 1.606
H 3.246 -4.079 1.764
H 4.329 -2.619 -0.110
H 4.849 -2.706 -1.553
C 2.866 3.041 -2.081
C 1.935 2.874 -0.874
C 0.534 2.492 -1.279
O 0.024 3.477 -2.152
C -1.232 3.145 -2.636
N 2.544 1.910 0.018
H 3.710 3.605 -1.684
H 2.464 3.556 -2.954
H 3.205 2.076 -2.459
H 1.899 3.737 -0.210
H -0.161 2.315 -0.458
H 0.597 1.530 -1.788
H -1.527 3.948 -3.311
H -1.983 3.085 -1.848
H -1.229 2.261 -3.274
H 2.032 1.945 0.887
H 3.363 2.291 0.469
C -3.840 4.853 2.381
C -2.427 4.362 2.540
C -1.727 3.901 1.250
O -2.539 3.033 0.451
C -2.593 1.752 1.010
N -1.744 5.461 3.160
H -4.221 5.282 3.307
H -4.494 4.019 2.128
H -3.963 5.611 1.608
H -2.425 3.517 3.229
H -0.747 3.511 1.525
H -1.572 4.762 0.600
H -2.848 1.743 2.070
H -1.617 1.267 0.977
H -3.351 1.147 0.513
H -1.683 6.226 2.503
H -2.207 5.852 3.968
C 0.453 -2.411 -6.134
C -0.077 -0.975 -5.895
C -1.550 -0.821 -5.724
O -2.367 -1.117 -6.816
C -3.732 -0.938 -6.629
N 0.604 -0.464 -4.746
H 0.087 -2.828 -7.072
H 0.156 -3.115 -5.357
H 1.536 -2.501 -6.206
H 0.303 -0.372 -6.720
H -1.709 0.234 -5.498
H -1.904 -1.390 -4.864
H -4.256 -1.376 -7.479
H -3.965 0.127 -6.665
H -4.011 -1.431 -5.698
H 0.188 -0.759 -3.875
H 0.588 0.536 -4.604
C 3.649 2.848 3.601
C 2.192 2.534 3.982
C 1.360 3.793 4.221
O 1.684 4.094 5.560
C 1.379 5.467 5.814
N 1.585 1.808 2.907
H 3.742 3.572 2.791
H 4.232 1.957 3.372
H 4.183 3.238 4.468
H 2.106 1.838 4.816
H 0.282 3.649 4.148
H 1.579 4.601 3.522
H 2.099 6.137 5.343
H 1.382 5.646 6.889
H 0.398 5.702 5.403
H 0.619 1.652 3.155
H 1.898 0.848 2.903
```

LUMO (spin up / spin down): -0.977 / -0.519 eV
Spin multiplicity: 2
E: -3096.35686 Ha
HOMO (spin up / spin down): -0.31505 / -0.31505 Ha
Expectation value of S²: 0.78
Total charge: 0

***

Q: Among the records above, which one has the lowest E?
A: C40H84F5N9O8S3

***

Q: What is the total charge in the fifth record?
A: 0